FNO4S in the gas phase in a non-equilibrium geometry, computed with wB97M-V/def2-TZVPD.

XYZ file:
```
7
Properties=species:S:1:pos:R:3:nbo_charge:R:1
N -1.086 0.328 1.595 0.340
O 1.201 -1.530 -0.534 -0.853
O -0.886 1.095 2.442 -0.135
O -0.161 0.463 0.435 -0.627
O 1.213 0.678 -1.608 -0.808
F -0.843 -0.764 -1.488 -0.474
S 0.562 -0.270 -0.842 2.558
```

Calculated values
Energy relative to the best compared isomer or geometry (same formula, charge and spin) (kJ/mol): 0.0
LUMO energy (alpha / beta) (eV): -0.22 / -4.28
Gap between HOMO and LUMO (alpha / beta) (eV): 9.4 / 8.5
Spin multiplicity: 3



A molecular structure, Fe2H24O16P in a non-equilibrium geometry, computed with wB97M-V/def2-TZVPD.

XYZ file:
```
43
Properties=species:S:1:pos:R:3:nbo_charge:R:1
Fe 36.609 41.045 -26.307 1.641
Fe 35.575 36.952 -29.324 0.842
P 36.012 39.212 -28.113 2.596
O 35.204 39.674 -26.942 -1.256
O 36.549 37.804 -27.806 -1.321
O 37.039 40.297 -28.090 -1.261
O 35.368 38.899 -29.431 -1.255
O 38.174 36.115 -26.756 -0.979
H 38.755 36.539 -26.124 0.484
H 37.603 36.818 -27.066 0.477
O 36.227 35.018 -28.388 -0.995
H 35.943 34.229 -27.927 0.506
H 36.950 35.357 -27.861 0.508
O 39.060 42.449 -29.656 -0.952
H 38.207 42.021 -29.586 0.475
H 39.628 41.788 -30.050 0.473
O 32.814 41.017 -27.894 -0.992
H 32.626 40.653 -28.759 0.495
H 33.662 40.642 -27.655 0.464
O 35.841 39.512 -32.235 -0.964
H 36.348 38.755 -32.527 0.483
H 35.549 39.279 -31.353 0.484
O 36.413 37.294 -25.213 -0.978
H 36.492 37.555 -26.130 0.482
H 35.472 37.305 -25.040 0.506
O 35.697 42.515 -27.679 -1.008
H 34.883 42.939 -27.951 0.534
H 36.121 42.262 -28.498 0.525
O 32.940 39.863 -30.272 -0.964
H 32.642 39.020 -30.614 0.483
H 33.842 39.703 -29.993 0.491
O 36.454 41.588 -30.527 -0.989
H 36.449 40.876 -29.887 0.469
H 36.056 41.210 -31.311 0.514
O 33.875 38.774 -25.065 -1.000
H 34.332 39.090 -25.844 0.488
H 33.335 39.513 -24.786 0.472
O 37.339 39.828 -24.820 -1.025
H 36.880 38.988 -24.813 0.538
H 38.158 39.659 -24.355 0.523
O 39.093 38.877 -29.073 -0.962
H 38.675 38.127 -28.650 0.466
H 38.568 39.630 -28.798 0.482
```

Calculated values
LUMO energy (alpha / beta) (eV): -1.47 / -1.98
Gap between HOMO and LUMO (alpha / beta) (eV): 4.4 / 7.8
Spin multiplicity: 10



A molecular structure, FeH19O10 in a non-equilibrium geometry, computed with wB97M-V/def2-TZVPD.

XYZ file:
```
30
Properties=species:S:1:pos:R:3:nbo_charge:R:1
Fe 2.134 -0.658 0.572 1.405
O 0.323 -0.263 0.023 -1.142
H -0.402 0.383 0.126 0.493
O 2.052 -2.582 -0.176 -0.995
H 2.742 -3.056 -0.639 0.529
H 1.357 -3.229 -0.053 0.510
O -2.647 -0.187 1.250 -0.929
H -2.994 0.619 0.868 0.488
H -1.700 -0.049 1.282 0.438
O 2.231 1.237 1.284 -1.010
H 2.904 1.905 1.414 0.529
H 1.405 1.720 1.314 0.538
O 0.055 2.704 0.507 -0.963
H -0.722 2.394 0.042 0.502
H 0.583 3.133 -0.167 0.483
O -2.947 2.193 -0.129 -1.009
H -3.214 2.864 -0.757 0.489
H -2.864 1.395 -0.651 0.487
O -2.865 0.167 -1.638 -0.974
H -2.221 -0.535 -1.733 0.499
H -3.712 -0.274 -1.700 0.493
O 2.733 -0.149 -1.278 -0.991
H 3.479 0.407 -1.501 0.523
H 2.457 -0.527 -2.113 0.521
O 1.588 -1.352 2.370 -0.984
H 1.394 -2.191 2.789 0.531
H 1.523 -0.710 3.078 0.527
O -1.043 -1.680 -1.805 -0.955
H -0.686 -1.112 -1.122 0.490
H -0.943 -2.566 -1.457 0.478
```

Calculated values
Energy relative to the best compared isomer or geometry (same formula, charge and spin) (kJ/mol): 17.4
Net charge: +1
LUMO energy (alpha / beta) (eV): -3.01 / -6.12
Gap between HOMO and LUMO (alpha / beta) (eV): 5.2 / 7.4
Spin multiplicity: 7



A molecular structure, FeH47O24 in a non-equilibrium geometry, computed with wB97M-V/def2-TZVPD.

XYZ file:
```
72
Properties=species:S:1:pos:R:3:lowdin_charge:R:1
Fe -23.023 14.787 24.983 1.038
O -24.843 14.938 24.593 -0.267
H -25.580 15.507 24.297 0.054
O -20.943 14.957 25.553 -0.020
H -20.260 14.484 25.077 0.097
H -20.475 15.418 26.249 0.109
O -24.994 20.297 23.044 -0.031
H -25.789 20.591 23.488 0.077
H -24.865 20.930 22.338 0.086
O -22.316 12.082 21.809 -0.005
H -21.409 11.822 21.648 0.086
H -22.608 12.458 20.978 0.080
O -23.340 12.861 25.492 -0.036
H -23.905 12.329 24.931 0.022
H -23.203 12.324 26.272 0.104
O -27.200 15.231 20.177 -0.022
H -27.469 16.052 19.764 0.079
H -26.779 15.499 20.993 0.063
O -29.781 14.995 20.975 -0.057
H -28.879 15.008 20.656 -0.042
H -30.261 15.550 20.360 0.038
O -24.720 11.997 23.534 -0.019
H -24.173 11.873 22.758 0.032
H -25.613 11.844 23.225 0.025
O -26.417 18.707 27.255 -0.013
H -26.963 19.445 27.526 0.080
H -26.625 18.012 27.880 0.056
O -24.512 17.923 21.676 -0.048
H -24.534 18.704 22.228 -0.020
H -25.058 18.146 20.922 0.047
O -24.673 18.625 25.245 -0.039
H -25.401 18.582 25.864 0.000
H -24.837 19.417 24.734 0.022
O -27.199 13.290 28.162 -0.042
H -28.054 13.380 28.581 0.072
H -27.352 13.529 27.248 -0.025
O -25.762 12.705 20.199 -0.046
H -26.343 12.343 20.868 -0.015
H -26.111 13.579 20.025 -0.017
O -24.512 13.398 28.135 -0.029
H -24.363 12.675 28.744 0.080
H -25.464 13.436 28.036 -0.001
O -22.874 16.666 24.351 -0.036
H -22.024 17.032 24.107 0.114
H -23.477 17.407 24.306 0.052
O -22.739 17.927 27.416 -0.020
H -23.018 18.574 28.064 0.077
H -23.249 18.137 26.633 0.004
O -23.358 15.401 26.819 -0.057
H -23.122 16.216 27.264 0.039
H -23.798 14.880 27.491 0.043
O -23.123 15.638 19.869 -0.035
H -23.456 16.287 20.489 -0.012
H -23.814 14.978 19.818 0.018
O -27.325 13.886 25.606 -0.026
H -27.738 13.514 24.827 0.043
H -26.500 14.253 25.289 0.025
O -27.444 11.665 22.417 -0.034
H -27.917 12.168 23.081 -0.013
H -27.948 10.856 22.325 0.079
O -29.285 12.704 23.941 -0.024
H -29.929 12.764 23.236 0.086
H -29.808 12.646 24.740 0.088
O -22.081 14.212 23.326 -0.038
H -21.765 14.766 22.613 0.108
H -21.953 13.318 23.010 0.041
O -30.500 17.471 26.443 -0.068
H -31.229 16.851 26.442 0.030
H -29.719 16.924 26.517 -0.043
O -28.532 15.713 27.111 -0.036
H -27.799 15.898 27.699 0.045
H -28.155 15.164 26.423 -0.006
```

Calculated values
Energy relative to the best compared isomer or geometry (same formula, charge and spin) (kJ/mol): 0.0
Net charge: +2
LUMO energy (alpha / beta) (eV): -5.33 / -7.51
Gap between HOMO and LUMO (alpha / beta) (eV): 9.1 / 6.9
Spin multiplicity: 6



A molecular structure, H10KO5, computed with wB97M-V/def2-TZVPD.

XYZ file:
```
16
Properties=species:S:1:pos:R:3:nbo_charge:R:1
K -5.347 -11.411 -4.547 0.973
O -5.777 -8.676 -4.752 -0.974
H -6.191 -8.176 -4.037 0.489
H -5.942 -8.161 -5.552 0.490
O -6.211 -11.490 -1.957 -0.965
H -7.004 -12.039 -1.997 0.478
H -6.460 -10.734 -1.407 0.493
O -8.173 -11.276 -5.068 -0.967
H -8.535 -11.036 -5.932 0.491
H -8.648 -12.080 -4.817 0.481
O -2.585 -11.226 -4.145 -0.973
H -1.786 -10.795 -4.474 0.496
H -2.312 -12.109 -3.866 0.482
O -5.034 -14.075 -4.298 -0.978
H -4.274 -14.670 -4.334 0.495
H -5.701 -14.558 -3.792 0.488
```

Calculated values
Energy relative to the best compared isomer or geometry (same formula, charge and spin) (kJ/mol): 0.6
Net charge: +1
LUMO energy (eV): -3.17
Gap between HOMO and LUMO (eV): 12.1



H10N4Si2 in the gas phase in a non-equilibrium geometry, computed with wB97M-V/def2-TZVPD.

XYZ file:
```
16
Properties=species:S:1:pos:R:3:nbo_charge:R:1
N -1.737 1.529 -0.456 -1.276
Si -1.141 -0.122 -0.489 1.216
N -1.978 -1.215 0.605 -1.298
Si 1.019 -0.135 0.301 1.230
N 1.712 -1.422 -0.626 -1.300
N 1.819 1.470 0.014 -1.267
H -1.353 2.105 0.272 0.390
H -2.653 1.672 -0.740 0.383
H -1.420 -0.622 -1.838 -0.190
H -2.902 -1.419 0.383 0.388
H -1.601 -1.205 1.566 0.397
H 1.369 -0.224 1.803 -0.219
H 2.715 -1.424 -0.956 0.402
H 1.462 -2.231 -0.126 0.384
H 2.717 1.286 -0.553 0.383
H 1.972 1.957 0.840 0.377
```

Calculated values
Energy relative to the best compared isomer or geometry (same formula, charge and spin) (kJ/mol): 28.0
LUMO energy (eV): 0.89
Gap between HOMO and LUMO (eV): 9.8
SMILES: N[SiH](N)[SiH](N)N